{"formula": "C56H71BFIN4O25P", "method": "wB97M-V/def2-TZVPD", "species": ["C", "C", "C", "C", "C", "C", "C", "C", "C", "C", "C", "C", "C", "C", "C", "O", "C", "N", "B", "N", "O", "C", "N", "N", "C", "F", "C", "O", "C", "C", "O", "C", "C", "C", "C", "C", "P", "O", "I", "H", "H", "H", "H", "H", "H", "H", "H", "H", "H", "H", "H", "H", "H", "H", "H", "H", "H", "H", "H", "H", "H", "H", "H", "H", "H", "H", "H", "H", "H", "H", "H", "H", "H", "H", "H", "H", "H", "H", "H", "H", "H", "H", "H", "H", "H", "H", "H", "H", "H", "H", "C", "C", "C", "O", "C", "C", "C", "O", "O", "O", "H", "H", "H", "H", "C", "C", "C", "O", "C", "C", "C", "O", "O", "O", "H", "H", "H", "H", "C", "C", "C", "O", "C", "C", "C", "O", "O", "O", "H", "H", "H", "H", "C", "C", "C", "O", "C", "C", "C", "O", "O", "O", "H", "H", "H", "H", "C", "C", "C", "O", "C", "C", "C", "O", "O", "O", "H", "H", "H", "H"], "xyz": [[-0.939614, 3.727049, 5.373256], [-1.243831, 3.542697, 4.213740], [-1.442339, 3.651294, 2.755939], [-2.953208, 4.037163, 2.640484], [-3.583563, 4.216731, 1.244019], [-3.951131, 2.909091, 0.492817], [-3.851442, 3.106283, -1.041605], [-3.113425, 1.982744, -1.809383], [-2.300262, 2.612177, -2.954566], [-1.331601, 1.648362, -3.659087], [0.106822, 1.787579, -3.164009], [1.033488, 0.741235, -3.810968], [2.016731, 0.119111, -2.826442], [3.020392, 1.125301, -2.245450], [4.364404, 0.503382, -1.819127], [5.471323, 1.212843, -2.346584], [5.643345, 0.984411, -3.732906], [-1.329272, 2.233233, 2.216381], [-1.070170, 1.155986, 3.261565], [0.239892, 0.670114, 3.671432], [-2.216213, 0.609728, 3.753593], [-0.710328, 2.094116, 1.092872], [0.010534, 0.969495, 0.762032], [-0.864187, 3.104618, 0.190668], [-0.172332, 4.335170, 0.605084], [-0.703805, 5.331821, -0.184341], [1.279649, 4.208741, 0.125212], [1.935611, 5.438634, 0.030717], [2.841097, 5.440854, -1.066678], [2.167645, 5.799390, -2.378449], [3.139624, 6.120950, -3.356805], [3.416574, 5.025620, -4.212663], [2.442882, 4.921210, -5.388659], [-0.405792, 4.636730, 2.102320], [0.915506, 4.811573, 2.885888], [1.763127, 3.551122, 3.190551], [-1.253135, 6.401898, 2.173788], [-1.481991, 6.606944, 3.787622], [0.438618, 8.075250, 1.610176], [-0.654757, 3.751608, 6.395934], [-3.213452, 4.873110, 3.281087], [-3.478315, 3.192574, 3.097098], [-4.530356, 4.743805, 1.401322], [-3.023462, 4.843066, 0.556432], [-5.006441, 2.711368, 0.684127], [-3.420066, 2.026783, 0.844302], [-3.332650, 4.034652, -1.283387], [-4.859481, 3.218520, -1.433866], [-2.432462, 1.419668, -1.167071], [-3.864259, 1.349788, -2.277603], [-1.776008, 3.511998, -2.616219], [-3.005358, 2.969001, -3.706858], [-1.316968, 1.883902, -4.722226], [-1.670098, 0.620884, -3.519231], [0.177462, 1.684171, -2.075186], [0.499168, 2.769211, -3.441950], [1.612594, 1.163502, -4.633566], [0.443137, -0.068652, -4.242824], [1.519671, -0.414405, -2.012047], [2.585908, -0.643236, -3.366303], [2.572192, 1.539080, -1.335584], [3.231489, 1.951509, -2.922519], [4.454368, -0.541691, -2.137547], [4.495549, 0.541829, -0.739803], [5.409335, -0.049238, -4.002283], [5.007298, 1.673320, -4.296252], [6.678526, 1.159229, -4.014502], [0.203029, -0.338018, 3.808576], [0.486488, 1.056130, 4.579261], [-2.083454, 0.401960, 4.685698], [0.989821, 0.886300, 0.969728], [-0.454974, 0.167070, 0.371954], [-0.552843, 2.788129, -0.724130], [1.201879, 3.832450, -0.904234], [1.863184, 3.457434, 0.663859], [3.301026, 4.448604, -1.139031], [3.632509, 6.162368, -0.884909], [1.559500, 4.980386, -2.779565], [1.507009, 6.659977, -2.271221], [3.441708, 4.082316, -3.658018], [4.406585, 5.198218, -4.632154], [2.160783, 5.910320, -5.739342], [1.534990, 4.424853, -5.032163], [2.880664, 4.311321, -6.175255], [0.721593, 5.279723, 3.847996], [1.560044, 5.517345, 2.372762], [1.617286, 3.232513, 4.216982], [2.817301, 3.817433, 3.113590], [1.610985, 2.713827, 2.518965], [-0.961146, 6.003653, 4.336516], [-8.910832, 4.804927, 4.774690], [-7.970080, 5.273434, 3.944209], [-6.556751, 4.765689, 3.983523], [-5.757005, 5.224187, 3.183520], [-6.211055, 3.759952, 4.970603], [-7.150130, 3.292310, 5.805084], [-8.572388, 3.780447, 5.749647], [-9.369493, 3.295483, 6.526811], [-6.897516, 2.376008, 6.728146], [-8.218228, 6.210024, 3.034910], [-9.930988, 5.161010, 4.754049], [-5.187050, 3.414569, 5.001183], [-7.744889, 2.216210, 7.189278], [-7.376743, 6.369561, 2.568444], [3.824534, 2.088003, -10.398035], [3.352200, 2.046198, -9.146721], [4.248522, 2.226496, -7.954949], [3.739954, 2.193889, -6.845165], [5.666347, 2.425965, -8.180368], [6.144439, 2.465292, -9.433080], [5.244355, 2.310115, -10.628989], [5.745711, 2.374331, -11.732822], [7.428060, 2.642448, -9.704274], [2.066148, 1.845571, -8.868673], [3.188502, 1.961700, -11.262632], [6.302973, 2.538532, -7.314089], [7.504546, 2.633444, -10.678539], [1.996313, 1.863915, -7.896138], [0.721862, -4.321173, 4.796664], [1.158882, -5.563246, 4.530610], [1.071453, -6.147923, 3.147520], [1.506215, -7.269361, 2.978134], [0.469074, -5.351187, 2.092254], [0.031670, -4.117986, 2.366286], [0.147080, -3.521203, 3.739141], [-0.257577, -2.376359, 3.897029], [-0.533893, -3.330576, 1.452042], [1.687784, -6.347149, 5.451817], [0.781085, -3.886346, 5.784181], [0.394707, -5.791979, 1.107524], [-0.760595, -2.508067, 1.923164], [1.915219, -7.188829, 5.008149], [-3.481898, -9.594149, 3.089158], [-3.945174, -10.108014, 4.237527], [-3.040850, -10.372440, 5.410742], [-3.538692, -10.821088, 6.425056], [-1.624204, -10.080675, 5.267228], [-1.160891, -9.571412, 4.116857], [-2.070537, -9.282518, 2.954912], [-1.577749, -8.797196, 1.951268], [0.117694, -9.283234, 3.913841], [-5.221752, -10.415213, 4.422670], [-4.123493, -9.397511, 2.241896], [-0.980368, -10.290244, 6.109780], [0.175279, -8.940023, 3.002912], [-5.286766, -10.764216, 5.332894], [2.716362, -10.429968, -1.543693], [2.565060, -11.758644, -1.632565], [2.178320, -12.593373, -0.442942], [2.041437, -13.790037, -0.604135], [1.992734, -11.925260, 0.836192], [2.147867, -10.598558, 0.923971], [2.508880, -9.761267, -0.271200], [2.613331, -8.557466, -0.116670], [1.992854, -9.928680, 2.063342], [2.741632, -12.427324, -2.764688], [2.991509, -9.820593, -2.392740], [1.730983, -12.536217, 1.688638], [2.161031, -8.987809, 1.848632], [2.568822, -13.365512, -2.554797]], "forces_ev_per_a": [[-0.479, -0.757, -1.273], [1.098, 0.814, 1.042], [-2.022, 0.103, 0.102], [-0.614, -0.396, -0.751], [-0.349, -0.431, -0.069], [-0.501, 0.666, -0.424], [0.418, -0.614, 0.297], [-0.106, 1.217, -0.576], [-0.213, -0.390, -0.447], [0.180, 0.712, 0.454], [0.274, -0.385, -0.632], [-0.039, -0.370, 0.501], [0.732, 0.069, -0.513], [-0.216, -0.535, 0.757], [0.349, 0.325, -0.258], [0.252, -0.247, 0.103], [-0.183, 0.253, -0.051], [2.520, -0.045, 1.445], [-0.272, -1.004, 0.729], [-0.213, 0.459, 0.064], [-0.155, 0.964, -0.142], [-0.638, 0.510, -1.124], [-0.989, -0.900, -0.687], [1.306, -0.329, 0.424], [-0.045, 0.418, -0.153], [-0.249, 0.089, -0.089], [0.120, 0.102, -1.187], [-0.031, -0.044, 0.535], [0.259, -0.158, -0.174], [-0.272, 0.172, -0.658], [-0.018, -0.283, 0.299], [0.347, 0.205, -0.911], [-0.312, -0.250, 0.875], [0.467, 0.943, 0.479], [0.514, -0.990, 0.030], [0.211, 0.553, 0.155], [-1.311, 0.319, -0.245], [0.477, -0.516, -0.381], [0.207, -0.141, 0.175], [-0.078, 0.135, 0.225], [0.353, 0.255, -0.019], [0.025, -0.049, 0.081], [0.365, 0.055, 0.085], [0.383, 0.121, 0.287], [0.032, -0.229, 0.350], [0.223, 0.031, -0.078], [-0.020, 0.133, 0.258], [-0.027, 0.004, -0.197], [-0.222, -0.253, 0.134], [0.232, -0.585, 0.254], [0.128, -0.052, 0.100], [-0.142, 0.152, 0.092], [-0.080, -0.267, -0.149], [-0.019, -0.081, -0.151], [-0.084, -0.048, 0.050], [-0.188, 0.221, 0.282], [-0.047, 0.170, -0.045], [-0.153, 0.027, -0.032], [-0.215, 0.042, -0.013], [-0.013, -0.056, -0.011], [-0.024, 0.393, -0.128], [-0.098, -0.014, -0.147], [-0.229, -0.076, 0.042], [-0.031, -0.045, 0.087], [-0.120, -0.043, 0.002], [-0.018, -0.168, -0.262], [0.093, 0.170, 0.210], [-0.069, -0.049, 0.038], [0.383, 0.184, -0.181], [-0.126, -0.684, -0.091], [0.004, 0.174, 0.226], [0.052, -0.056, -0.002], [0.124, 0.254, -0.056], [-0.245, -0.277, 0.077], [-0.101, 0.078, 0.299], [0.218, 0.062, -0.065], [-0.069, 0.124, 0.227], [-0.203, -0.055, 0.287], [0.043, 0.061, 0.270], [0.079, 0.004, 0.087], [0.171, 0.040, 0.248], [0.169, 0.056, -0.171], [-0.146, 0.014, -0.276], [-0.076, 0.084, -0.055], [-0.133, 0.083, 0.022], [-0.238, 0.075, -0.334], [-0.139, -0.300, -0.012], [0.056, -0.005, -0.056], [-0.191, -0.181, 0.102], [0.013, 0.247, 0.218], [-0.059, -0.106, 0.120], [-0.361, 0.113, 0.019], [0.225, -0.274, 0.252], [-0.250, 0.175, 0.032], [0.099, 0.114, -0.179], [0.386, -0.120, 0.004], [-0.324, 0.339, -0.237], [0.168, -0.171, 0.141], [-0.252, 0.074, -0.010], [0.266, -0.115, 0.000], [0.006, 0.014, -0.023], [-0.005, -0.020, 0.034], [-0.016, -0.024, 0.025], [-0.007, 0.046, -0.028], [0.101, 0.016, -0.125], [-0.189, -0.042, -0.314], [0.497, 0.038, 0.063], [-0.240, -0.099, -0.020], [-0.160, -0.012, 0.187], [0.230, 0.040, 0.326], [-0.460, -0.080, -0.142], [0.247, 0.026, 0.071], [-0.177, -0.027, -0.220], [0.139, 0.037, 0.208], [-0.018, 0.006, 0.013], [0.030, 0.014, -0.022], [0.039, 0.014, -0.023], [-0.020, 0.003, 0.023], [-0.116, 0.273, -0.040], [0.040, 0.116, 0.404], [-0.170, 0.168, -0.527], [0.283, 0.126, 0.140], [0.054, -0.182, -0.052], [-0.042, -0.184, -0.293], [0.193, -0.205, 0.465], [-0.062, 0.133, -0.244], [0.063, 0.143, 0.166], [-0.017, -0.091, -0.321], [0.020, -0.042, 0.017], [-0.006, 0.003, 0.005], [-0.071, 0.002, 0.052], [-0.018, -0.062, 0.068], [0.124, 0.085, -0.136], [-0.198, 0.073, -0.326], [0.460, 0.011, 0.143], [-0.245, -0.015, -0.078], [-0.117, -0.031, 0.108], [0.205, -0.135, 0.343], [-0.467, -0.046, -0.159], [0.238, 0.053, 0.089], [-0.573, -0.038, 0.220], [0.153, -0.035, 0.218], [-0.024, -0.015, 0.015], [0.018, 0.002, -0.013], [0.158, -0.087, -0.085], [-0.029, -0.015, 0.020], [-0.002, 0.170, 0.081], [0.102, 0.252, -0.283], [-0.092, 0.025, 0.455], [0.061, -0.020, -0.240], [-0.020, -0.151, -0.059], [-0.083, -0.258, 0.271], [0.097, -0.018, -0.457], [-0.048, 0.013, 0.239], [0.195, 0.163, -0.458], [-0.075, -0.156, 0.206], [-0.004, -0.024, -0.018], [-0.001, 0.018, 0.012], [0.016, 0.049, 0.075], [-0.004, -0.030, -0.024]], "charge": 1, "energy_ha": -5040.02848, "orbital_gap_ev": 6.930}


{"formula": "C33H26Br2CrN2O5P", "method": "wB97M-V/def2-TZVPD", "species": ["Cr", "Br", "C", "Br", "H", "H", "O", "C", "O", "C", "C", "C", "C", "C", "C", "P", "C", "C", "C", "C", "C", "C", "C", "C", "C", "C", "C", "C", "H", "H", "H", "H", "H", "H", "H", "H", "H", "H", "H", "H", "H", "H", "O", "C", "O", "C", "C", "C", "C", "C", "C", "N", "C", "C", "C", "C", "C", "C", "N", "H", "H", "H", "H", "H", "H", "H", "H", "H", "H", "O"], "xyz": [[0.077740, -0.074650, 0.067520], [1.562927, -2.636227, -1.232344], [2.878437, -1.468128, -2.006582], [2.404779, 0.394027, -1.776054], [2.922238, -1.666995, -3.069012], [3.830295, -1.641441, -1.520987], [-1.917880, -2.282215, -2.842501], [-1.851855, -1.203534, -2.264003], [-1.217687, -1.000670, -1.172635], [-2.640884, -0.042117, -2.889085], [-3.694816, -0.431044, -3.721187], [-4.502130, 0.497858, -4.347439], [-4.259867, 1.854834, -4.170982], [-3.212333, 2.254834, -3.364358], [-2.397310, 1.324889, -2.710879], [-1.014680, 1.898504, -1.650394], [0.047655, 2.808715, -2.823284], [1.064902, 3.593243, -2.272652], [2.000760, 4.208956, -3.087499], [1.944256, 4.041561, -4.466970], [0.946787, 3.253407, -5.019632], [0.003912, 2.639675, -4.203351], [-1.792546, 3.273681, -0.718496], [-2.346973, 2.964909, 0.522988], [-3.006417, 3.935372, 1.262988], [-3.099180, 5.234288, 0.785074], [-2.528315, 5.559485, -0.437033], [-1.880391, 4.585260, -1.183225], [-3.854003, -1.491770, -3.854726], [-5.321552, 0.166333, -4.973535], [-4.884936, 2.594301, -4.656530], [-3.021219, 3.311349, -3.225893], [1.121367, 3.706879, -1.195758], [2.780677, 4.815976, -2.644236], [2.676954, 4.519856, -5.105044], [0.898674, 3.112583, -6.092598], [-0.769650, 2.022547, -4.645379], [-2.234094, 1.969552, 0.926826], [-3.434488, 3.673968, 2.222440], [-3.606442, 5.994070, 1.367124], [-2.588244, 6.573448, -0.814161], [-1.440413, 4.853664, -2.135884], [-7.219329, -1.651566, 3.561457], [-6.639856, -1.031534, 2.490992], [-7.357964, -0.480331, 1.697683], [-5.167888, -1.096872, 2.388978], [-4.337368, -1.723007, 3.320940], [-2.966054, -1.740616, 3.180347], [-2.334193, -1.114569, 2.079402], [-3.189629, -0.516262, 1.125883], [-4.553011, -0.499765, 1.279803], [-0.978703, -1.043682, 1.889518], [-0.159098, -1.462227, 2.848210], [1.240932, -1.394932, 2.721798], [2.089595, -1.818631, 3.778858], [3.445666, -1.716208, 3.651350], [3.981062, -1.179326, 2.467533], [3.091052, -0.795236, 1.483037], [1.769884, -0.899977, 1.575383], [-6.535051, -2.059814, 4.101487], [-4.739738, -2.224457, 4.197397], [-2.384333, -2.255931, 3.930425], [-2.738038, -0.081793, 0.247048], [-5.182412, -0.025006, 0.538188], [-0.528229, -1.827522, 3.802562], [1.640607, -2.217207, 4.680454], [4.097349, -2.037085, 4.455273], [5.045455, -1.057880, 2.323962], [3.464954, -0.354147, 0.565236], [0.251982, 1.329849, 0.862563]], "forces_ev_per_a": [[-0.613, 0.185, 0.888], [0.097, -0.135, -0.202], [-0.073, -0.039, 0.041], [0.114, -0.050, -0.274], [0.004, 0.020, 0.002], [-0.005, 0.037, 0.023], [0.050, 0.031, -0.022], [0.120, -0.164, -0.030], [0.099, 0.015, -0.064], [-0.050, -0.026, -0.009], [-0.002, -0.008, 0.019], [-0.008, -0.011, -0.013], [0.007, 0.007, -0.002], [-0.014, -0.021, 0.029], [0.009, 0.002, 0.027], [-0.036, -0.051, -0.051], [-0.011, -0.043, -0.009], [0.063, 0.012, -0.028], [-0.004, 0.007, -0.004], [0.003, 0.001, 0.019], [0.003, -0.002, 0.006], [-0.021, -0.019, -0.039], [-0.004, 0.001, 0.005], [0.036, 0.036, 0.003], [0.007, 0.007, -0.009], [-0.006, -0.006, 0.013], [0.013, 0.007, -0.021], [-0.035, -0.026, -0.020], [0.001, 0.000, -0.003], [-0.004, 0.002, 0.004], [0.000, 0.001, 0.000], [0.000, 0.024, 0.001], [0.001, 0.005, 0.038], [0.003, -0.001, -0.006], [0.003, 0.000, 0.005], [-0.002, -0.002, 0.000], [0.024, 0.019, 0.006], [0.020, -0.018, 0.015], [-0.001, -0.003, -0.001], [-0.002, -0.002, -0.001], [0.001, -0.002, 0.002], [0.024, -0.004, -0.013], [0.012, 0.022, -0.002], [-0.048, -0.058, -0.031], [0.014, 0.023, 0.019], [0.032, 0.007, 0.006], [-0.016, 0.006, -0.002], [0.017, 0.008, -0.008], [-0.103, 0.027, -0.003], [0.046, -0.043, 0.041], [-0.034, -0.006, 0.016], [-0.026, -0.078, -0.349], [-0.023, -0.035, 0.144], [0.018, -0.031, 0.066], [0.009, 0.006, 0.010], [0.010, 0.005, -0.009], [-0.046, -0.001, 0.017], [0.066, 0.038, 0.058], [0.134, -0.166, -0.388], [0.003, -0.005, 0.009], [0.001, 0.000, 0.002], [-0.028, -0.001, -0.008], [-0.022, 0.023, -0.006], [0.010, 0.004, -0.004], [-0.006, 0.023, -0.032], [-0.006, 0.001, -0.002], [0.000, -0.001, 0.001], [-0.001, 0.000, -0.004], [0.009, -0.018, 0.028], [0.165, 0.466, 0.105]], "charge": -1, "e_above_lowest_ev": 1.103, "energy_ha": -8292.79543, "s2": 6.10, "multiplicity": 5, "orbital_gap_ev": [5.094, 7.411]}


Question: Which of these has the lowest charge?
Answer: C33H26Br2CrN2O5P


Question: Among the records above, which one has the lowest charge?
Answer: C33H26Br2CrN2O5P